The following is a quantum chemistry calculation of a single CH3NO4S molecule at a distorted geometry, from OMol25.

Results
**Charge**: 0
**Energy relative to the best compared isomer or geometry (same formula, charge and spin)**: 382.0 kJ/mol

CARTESIAN COORDINATES (ANGSTROEM)
C1 1.70861 0.93238 0.92708
N1 -2.20215 -1.41048 -0.39292
O1 2.33861 1.88320 0.69486
O2 0.74584 -0.67638 -0.27514
O3 -0.39173 1.50706 -0.91388
O4 -1.80854 -0.46648 0.35492
S1 -0.12268 0.64839 0.22866
H1 2.06863 0.06068 1.39989
H2 -2.64089 -1.03530 -1.26017
H3 0.30431 -1.44307 -0.76330

Forces on atoms 1 to 3 (eV/Å):
-1.252 0.811 -0.909
1.564 1.238 1.406
0.576 1.338 -0.241

Mulliken population analysis, charges in e, atoms 1 to 4: atom 1 (C): 0.1421, atom 2 (N): -0.1560, atom 3 (O): -0.3387, atom 4 (O): -0.5217



The following is a quantum chemistry calculation of 2 unconnected molecules or ions with the total composition CH3NOS at a distorted geometry, from OMol25.

Results
**Charge**: 0
**Energy relative to the best compared isomer or geometry (same formula, charge and spin)**: 10.0 kJ/mol
**SMILES string**: O=C=S.N

CARTESIAN COORDINATES (ANGSTROEM)
O1 -1.50024 2.39920 0.79554
C1 -0.45652 2.73037 1.22230
S1 0.88944 3.19612 1.74088
N1 -0.00865 -0.18743 0.07650
H1 -0.80127 0.48545 0.01030
H2 0.39438 -0.40877 0.98120
H3 -0.27142 -1.10163 -0.27711

Forces on atoms 1 to 3 (eV/Å):
1.549 0.505 0.754
-3.429 -0.884 -1.483
1.859 0.565 0.787

Mulliken population analysis, charges in e, atoms 1 to 4: atom 1 (O): -0.4118, atom 2 (C): 0.7164, atom 3 (S): -0.3262, atom 4 (N): -0.6354



The following is a quantum chemistry calculation of 2 unconnected molecules or ions with the total composition CH3NOS at a distorted geometry, from OMol25.

Results
**Charge**: 0
**2S+1**: 3
**Energy relative to the best compared isomer or geometry (same formula, charge and spin)**: 254.7 kJ/mol
**⟨S²⟩**: 2.0056

CARTESIAN COORDINATES (ANGSTROEM)
C1 -2.39489 0.18656 -0.39430
N1 -1.37611 -0.23637 -0.09244
O1 1.45272 -0.90126 0.00218
S1 2.57336 0.30376 -0.16036
H1 0.55845 -0.73318 0.27932
H2 -3.29861 0.59555 -0.68204
H3 2.48509 0.78496 1.04765

Forces on atoms 1 to 3 (eV/Å):
1.512 -0.569 0.403
-0.318 0.083 0.046
-0.738 -2.543 -0.393

Mulliken population analysis, charges in e, atoms 1 to 4: atom 1 (C): -0.0691, atom 2 (N): -0.3427, atom 3 (O): -0.3652, atom 4 (S): -0.1572



The following is a quantum chemistry calculation of 2 unconnected molecules or ions with the total composition CH3NOS2 at a distorted geometry, from OMol25.

Results
**Charge**: 0
**Energy relative to the best compared isomer or geometry (same formula, charge and spin)**: 96.3 kJ/mol
**SMILES string**: N=C=S.OS

CARTESIAN COORDINATES (ANGSTROEM)
N1 -1.08610 -1.59178 -0.48406
C1 -1.39105 -0.47538 -0.24232
S1 -2.15150 0.89354 -0.03769
H1 -0.26766 -1.98467 -0.03362
O1 1.11504 0.06060 -0.32691
S2 1.88805 0.72309 0.92666
H2 0.98674 0.59804 -1.09420
H3 0.90649 1.77656 1.29214

Forces on atoms 1 to 3 (eV/Å):
1.113 -1.760 0.106
-2.090 1.787 0.147
0.495 0.051 0.020

Mulliken population analysis, charges in e, atoms 1 to 4: atom 1 (N): -0.4112, atom 2 (C): 0.3885, atom 3 (S): -0.3013, atom 4 (H): 0.3329



The following is a quantum chemistry calculation of a single CH3NS2 molecule at a distorted geometry, from OMol25.

Results
**Charge**: 0
**Energy relative to the best compared isomer or geometry (same formula, charge and spin)**: 179.3 kJ/mol
**SMILES string**: S=CNS

CARTESIAN COORDINATES (ANGSTROEM)
S1 2.10597 -0.01748 0.06496
C1 0.60942 -0.26642 -0.17330
N1 -0.46426 0.55428 -0.00578
S2 -2.03907 -0.08788 -0.02701
H1 0.59151 -1.13302 -0.72490
H2 -0.34240 1.51421 0.02987
H3 -1.72625 -0.97680 1.16807

Forces on atoms 1 to 3 (eV/Å):
4.707 1.854 1.530
-2.466 1.210 -0.844
-0.259 -2.499 -0.635

Mulliken population analysis, charges in e, atoms 1 to 4: atom 1 (S): -0.3750, atom 2 (C): -0.0379, atom 3 (N): -0.2400, atom 4 (S): -0.1342



The following is a quantum chemistry calculation of a single CH3NS2 molecule at a distorted geometry, from OMol25.

Results
**Charge**: 0
**Energy relative to the best compared isomer or geometry (same formula, charge and spin)**: 162.6 kJ/mol
**SMILES string**: S=CNS

CARTESIAN COORDINATES (ANGSTROEM)
S1 0.40118 -2.14421 1.38930
C1 0.14846 -1.08761 0.11675
N1 0.15839 0.31190 0.18103
S2 0.23319 1.31408 -1.12116
H1 -0.37020 -1.49244 -0.75822
H2 0.40098 0.75919 0.99123
H3 -0.97199 2.33909 -0.79894

Forces on atoms 1 to 3 (eV/Å):
0.155 1.460 -1.335
-1.438 0.321 1.734
-0.416 -3.265 -1.311

Mulliken population analysis, charges in e, atoms 1 to 4: atom 1 (S): -0.2704, atom 2 (C): -0.0894, atom 3 (N): -0.1952, atom 4 (S): -0.1618



The following is a quantum chemistry calculation of a single CH3NS2 molecule at a distorted geometry, from OMol25.

Results
**Charge**: 0
**Energy relative to the best compared isomer or geometry (same formula, charge and spin)**: 212.4 kJ/mol
**SMILES string**: S=CNS

CARTESIAN COORDINATES (ANGSTROEM)
S1 -1.35057 -1.17690 1.15772
C1 -0.57611 0.09333 0.44301
N1 0.72867 0.07070 -0.00834
S2 1.11032 0.92416 -1.33325
H1 -1.08882 1.22110 0.31602
H2 1.67068 -0.39905 0.54595
H3 1.61815 2.16687 -0.65307

Forces on atoms 1 to 3 (eV/Å):
0.698 1.325 -0.486
-1.226 1.218 0.973
2.924 -2.066 2.972

Mulliken population analysis, charges in e, atoms 1 to 4: atom 1 (S): -0.2669, atom 2 (C): -0.0244, atom 3 (N): -0.2715, atom 4 (S): -0.1624



The following is a quantum chemistry calculation of a gas-phase ion, CH3O2 (charge -1) at a distorted geometry, from OMol25.

Results
**Charge**: -1
**Energy relative to the best compared isomer or geometry (same formula, charge and spin)**: 9.7 kJ/mol
**SMILES string**: [O-]CO

CARTESIAN COORDINATES (ANGSTROEM)
O1 0.59630 -0.81103 -0.64249
C1 0.13287 0.38015 -0.42959
O2 -0.61563 0.39783 0.97122
H1 0.86740 1.21330 -0.40189
H2 -0.75896 0.66824 -1.05074
H3 -0.68077 -0.56707 1.10678

Forces on atoms 1 to 3 (eV/Å):
0.367 0.068 -0.298
-1.385 -1.041 0.614
0.463 0.024 -0.189

Mulliken population analysis, charges in e, atoms 1 to 4: atom 1 (O): -0.8289, atom 2 (C): -0.0285, atom 3 (O): -0.5624, atom 4 (H): 0.0989



The following is a quantum chemistry calculation of a gas-phase ion, CH3O2 (charge -1) at a distorted geometry, from OMol25.

Results
**Charge**: -1
**Energy relative to the best compared isomer or geometry (same formula, charge and spin)**: 27.6 kJ/mol
**SMILES string**: [O-]CO

CARTESIAN COORDINATES (ANGSTROEM)
O1 -0.57607 -1.06699 -0.22027
C1 -0.21494 -0.02939 0.42738
O2 0.64557 0.98278 -0.28188
H1 -1.12776 0.62033 0.60811
H2 0.46807 -0.21096 1.29574
H3 1.39332 0.44063 -0.45092

Forces on atoms 1 to 3 (eV/Å):
0.358 -1.345 -0.870
-1.094 0.986 0.233
-0.614 0.790 -0.281

Mulliken population analysis, charges in e, atoms 1 to 4: atom 1 (O): -0.7721, atom 2 (C): -0.3149, atom 3 (O): -0.4668, atom 4 (H): 0.1016



The following is a quantum chemistry calculation of a gas-phase ion, CH3O2 (charge -1), from OMol25.

Results
**Charge**: -1
**Energy relative to the best compared isomer or geometry (same formula, charge and spin)**: 3.6 kJ/mol
**SMILES string**: [O-]CO

CARTESIAN COORDINATES (ANGSTROEM)
O1 -0.37291 1.27579 0.38097
C1 -0.19126 0.19658 -0.30992
O2 0.71326 -0.81821 0.38716
H1 -1.07782 -0.46211 -0.50764
H2 0.34873 0.38203 -1.26260
H3 0.58000 -0.57409 1.31204

Forces on atoms 1 to 3 (eV/Å):
-0.380 0.163 0.424
0.350 -0.220 0.165
0.155 -0.033 -0.008

Mulliken population analysis, charges in e, atoms 1 to 4: atom 1 (O): -0.8220, atom 2 (C): -0.0883, atom 3 (O): -0.5111, atom 4 (H): 0.1043